ORCA calculation (wB97M-V/def2-TZVPD) on a cluster of 6 separate species, C14H30N4O8P2 in total at a distorted geometry.

- SMILES string = COP(=O)(OC)OC.COP(=O)(OC)OC.CC#N.CC#N.CC#N.CC#N
- HOMO level (eV) = -10.69
- energy relative to the best compared isomer or geometry (same formula, charge and spin) (kcal per mole) = 0.0
- frontier orbital gap (Ha) = 0.40720
- total charge = 0

Last column: Löwdin charge in e.
CARTESIAN COORDINATES (ANGSTROEM)
C  -3.780  3.245  -4.309  -0.004
O  -2.875  2.691  -3.248  -0.249
P  -3.096  1.247  -2.704  0.320
O  -3.010  0.117  -3.641  -0.232
O  -1.985  1.147  -1.589  -0.258
C  -1.752  2.194  -0.595  -0.061
O  -4.472  1.445  -1.853  -0.236
C  -5.029  0.253  -1.276  -0.087
H  -4.746  3.315  -3.856  0.075
H  -3.728  2.527  -5.150  0.101
H  -3.379  4.217  -4.513  0.080
H  -2.430  1.975  0.247  0.085
H  -1.898  3.221  -0.980  0.095
H  -0.712  1.951  -0.282  0.070
H  -4.625  -0.605  -1.832  0.089
H  -6.103  0.378  -1.261  0.084
H  -4.785  0.252  -0.215  0.077
C  -2.596  -0.970  2.741  -0.043
O  -1.108  -0.740  2.853  -0.244
P  -0.475  -0.453  4.281  0.326
O  -1.443  -0.282  5.375  -0.230
O  0.467  0.751  3.940  -0.204
C  1.593  0.608  3.088  -0.093
O  0.571  -1.617  4.474  -0.234
C  0.624  -2.459  5.637  -0.076
H  -2.802  -1.229  1.698  0.063
H  -3.153  -0.062  2.996  0.088
H  -2.893  -1.894  3.295  0.099
H  1.261  0.412  2.083  0.068
H  2.272  -0.233  3.349  0.074
H  2.149  1.561  3.194  0.105
H  -0.130  -2.236  6.416  0.091
H  1.655  -2.434  6.017  0.091
H  0.479  -3.458  5.190  0.090
C  3.794  -0.981  -2.730  -0.104
C  4.340  -0.422  -3.961  -0.285
N  4.695  0.027  -4.958  0.115
H  4.629  -1.379  -2.185  0.065
H  3.080  -1.814  -2.890  0.085
H  3.331  -0.231  -2.119  0.032
C  0.820  2.281  -4.103  -0.036
C  1.042  1.661  -2.813  -0.257
N  1.185  1.198  -1.798  0.173
H  1.163  1.593  -4.881  0.093
H  1.369  3.186  -4.245  0.078
H  -0.255  2.456  -4.252  0.079
C  -0.227  -1.741  -0.552  -0.062
C  1.208  -2.004  -0.388  -0.249
N  2.330  -2.218  -0.233  0.145
H  -0.615  -0.914  0.076  0.070
H  -0.751  -2.641  -0.260  0.078
H  -0.509  -1.511  -1.577  0.078
C  5.287  -2.075  1.910  -0.075
C  5.071  -1.529  3.264  -0.275
N  4.900  -1.019  4.303  0.116
H  4.337  -2.388  1.505  0.034
H  5.893  -3.023  2.023  0.099
H  5.820  -1.350  1.291  0.081

Atomic forces in eV per Å
C 1.4 -1.7 0.9
O -0.5 1.1 -1.2
P -0.3 -0.4 1.2
O -0.4 0.5 0.4
O 0.1 0.5 -0.1
C 0.4 -1.2 0.3
O 0.7 -0.2 -1.0
C 0.3 0.4 0.3
H -0.7 0.0 -0.1
H -0.2 0.7 0.3
H 0.1 0.3 -0.4
H 0.2 0.4 -0.3
H 0.2 -0.7 0.1
H -0.7 0.8 -0.1
H -0.6 0.0 0.4
H -0.3 -0.3 -0.6
H 0.5 -0.3 0.0
C 1.2 -0.8 -0.1
O -2.3 -0.5 -0.5
P -0.2 -0.2 0.4
O 0.4 0.2 -0.5
O -0.2 0.3 0.6
C 1.2 0.2 0.2
O -0.2 0.1 0.3
C 0.3 -1.0 -0.6
H 0.4 0.3 0.0
H 0.3 -0.4 0.3
H 0.3 1.1 0.1
H -0.1 0.3 -0.6
H -0.6 0.5 0.3
H -0.3 -0.7 -0.4
H 0.4 0.1 -0.6
H -0.4 0.2 0.1
H -0.1 0.2 0.8
C 0.1 -0.7 -0.3
C -0.6 0.1 -0.4
N 0.1 -0.1 0.2
H 0.3 -0.3 0.5
H 0.4 0.6 -0.2
H -0.3 0.4 0.2
C -0.6 -0.8 -0.7
C -0.4 1.5 -2.4
N 0.5 -1.3 2.7
H -0.1 0.0 0.1
H 0.3 0.6 0.2
H 0.3 0.0 0.1
C -0.3 0.3 0.3
C 0.2 0.4 0.1
N -0.6 0.0 -0.1
H 0.6 -0.4 -0.2
H -0.2 -0.3 0.1
H 0.3 0.0 -0.1
C 0.8 -1.2 1.1
C -0.3 1.3 1.7
N 0.3 -1.3 -2.2
H -0.3 0.2 -0.4
H -0.4 1.1 -0.2
H -0.2 -0.2 0.0

ORCA calculation (wB97M-V/def2-TZVPD) on a structure of composition C14H31IN2O7P2S at a distorted geometry.

- HOMO level (eV) = -8.49
- energy relative to the best compared isomer or geometry (same formula, charge and spin) (kcal per mole) = 59.5
- frontier orbital gap (Ha) = 0.28673
- total charge = 0

Last column: Löwdin charge in e.
CARTESIAN COORDINATES (ANGSTROEM)
C  1.488  -3.876  0.703  -0.139
C  2.587  -2.748  0.264  -0.230
C  1.893  -1.705  -0.786  -0.205
C  1.907  -0.191  -0.243  -0.214
C  0.614  0.221  0.624  -0.181
C  -0.330  1.353  -0.110  -0.181
C  -1.828  0.688  -0.107  -0.204
C  -1.861  -0.344  -1.340  -0.166
C  -2.427  -1.801  -1.009  -0.514
P  -2.489  -2.581  -2.781  0.830
N  -0.994  -2.476  -3.415  -0.315
O  -1.617  -2.772  -0.296  -0.072
C  -2.555  -3.856  -0.030  -0.493
O  -2.269  -4.959  0.476  0.122
O  -3.909  -3.451  -0.405  -0.167
C  -3.800  -1.987  -0.215  -0.821
I  -3.747  -1.916  2.007  0.976
P  -5.293  -0.888  -0.599  0.829
N  -6.700  -1.851  -0.095  -0.210
O  -5.383  -0.555  -2.312  -0.363
H  0.811  -3.504  1.553  0.074
H  0.823  -4.144  -0.204  0.071
H  2.021  -4.847  0.999  0.066
H  2.952  -2.197  1.212  0.102
H  3.442  -3.347  -0.235  0.100
H  2.466  -1.779  -1.789  0.113
H  0.809  -2.053  -0.952  0.071
H  2.827  -0.038  0.417  0.100
H  1.992  0.501  -1.149  0.096
H  -0.016  -0.747  0.743  0.100
H  0.885  0.597  1.669  0.107
H  -0.023  1.519  -1.203  0.105
H  -0.411  2.320  0.496  0.101
H  -2.653  1.462  -0.287  0.106
H  -1.946  0.219  0.926  0.056
H  -2.446  0.130  -2.203  0.121
H  -0.776  -0.490  -1.719  0.107
H  -3.347  -1.828  -3.657  0.023
H  -2.825  -3.971  -2.761  0.037
H  -1.036  -1.912  -4.285  -0.037
H  -6.537  -2.283  0.840  0.005
H  -7.505  -1.216  0.079  0.036
H  -6.009  0.215  -2.341  0.045
O  2.059  5.514  0.826  -0.278
S  2.729  4.244  0.717  0.603
O  2.112  3.019  1.152  -0.286
O  4.193  4.360  1.397  -0.264
C  4.286  4.842  2.736  -0.270
C  3.930  3.764  3.742  -0.075
C  3.279  4.034  -0.953  -0.117
H  3.664  5.732  2.873  0.116
H  5.323  5.148  2.890  0.123
H  2.870  3.505  3.681  0.071
H  4.138  4.102  4.759  0.081
H  4.497  2.850  3.547  0.085
H  3.805  4.935  -1.267  0.074
H  2.400  3.875  -1.578  0.075
H  3.933  3.164  -1.002  0.075

Atomic forces in eV per Å
C 0.3 0.1 -0.5
C -1.1 -0.7 -0.1
C 0.5 -0.2 0.5
C 0.1 0.0 0.1
C -0.3 0.0 -0.7
C -1.3 -1.3 0.9
C 0.8 0.6 -0.7
C 1.1 -0.3 1.2
C -1.5 1.0 -0.5
P 2.8 0.7 -2.2
N -1.7 0.2 0.1
O -2.2 -1.6 0.0
C 0.7 -2.9 1.4
O -1.2 5.2 -2.6
O 3.0 0.4 1.1
C -0.2 -1.4 -1.6
I 0.1 0.7 -0.5
P -0.6 1.9 0.3
N 0.5 0.2 0.3
O -0.8 -0.8 1.7
H 1.0 -0.6 -1.3
H 1.1 0.5 1.5
H -0.8 1.4 -0.1
H -0.4 -0.9 -1.6
H -1.2 1.3 0.8
H -1.1 0.2 1.6
H 1.7 0.6 0.0
H -1.1 -0.2 -1.1
H -0.1 -0.8 1.3
H 1.0 1.6 -0.1
H -0.3 -0.5 -1.5
H -0.3 0.0 1.7
H 0.6 -1.3 -1.0
H 1.2 -1.0 0.5
H -0.1 0.5 -1.6
H 0.6 -1.0 1.2
H -1.9 0.0 0.5
H -0.4 -0.6 1.0
H -0.5 0.7 0.6
H 0.1 -0.4 0.9
H 0.2 0.2 -1.1
H 1.0 -0.4 -0.4
H 0.9 -0.9 0.0
O 0.1 -0.7 0.3
S 0.6 -0.1 -0.2
O 0.0 0.7 0.0
O -0.6 -0.1 -0.8
C 0.0 0.1 1.0
C -0.3 -0.2 0.0
C 0.2 0.0 0.0
H 0.0 -0.1 -0.2
H -0.1 -0.1 -0.4
H 0.1 0.0 0.0
H 0.0 0.0 -0.1
H 0.0 0.1 0.0
H -0.1 -0.1 0.1
H 0.0 0.0 0.2
H -0.1 0.1 0.1

ORCA calculation (wB97M-V/def2-TZVPD) on a structure of composition C14H31KN2O5 at a distorted geometry.

- HOMO level (eV) = -15.19
- frontier orbital gap (Ha) = 0.35670
- total charge = +2

Last column: Löwdin charge in e.
CARTESIAN COORDINATES (ANGSTROEM)
K  -0.126  0.060  -0.391  0.948
C  0.227  2.612  -2.293  -0.149
C  -1.198  2.083  -2.416  -0.179
O  -1.810  1.789  -1.152  -0.219
C  -3.069  1.121  -1.305  -0.166
C  -3.399  0.225  -0.115  -0.148
O  -2.458  -0.814  0.166  -0.241
C  -2.591  -2.077  -0.490  -0.155
C  -2.158  -2.140  -1.956  -0.150
O  -0.857  -1.589  -2.180  -0.234
C  0.213  -2.408  -2.658  -0.153
C  1.394  -2.467  -1.693  -0.161
O  1.907  -1.216  -1.227  -0.241
C  2.542  -0.345  -2.169  -0.148
C  1.654  0.732  -2.796  -0.177
O  1.205  1.675  -1.815  -0.232
H  0.262  3.460  -1.611  0.141
H  0.514  2.970  -3.286  0.143
H  -1.220  1.178  -3.036  0.123
H  -1.782  2.846  -2.941  0.147
H  -3.056  0.543  -2.233  0.118
H  -3.876  1.856  -1.386  0.146
H  -4.396  -0.192  -0.285  0.143
H  -3.443  0.828  0.793  0.137
H  -3.628  -2.426  -0.440  0.142
H  -1.981  -2.759  0.104  0.134
H  -2.856  -1.587  -2.586  0.127
H  -2.202  -3.186  -2.270  0.139
H  0.529  -2.006  -3.623  0.132
H  -0.124  -3.434  -2.831  0.140
H  2.187  -3.041  -2.185  0.142
H  1.109  -3.002  -0.786  0.134
H  2.988  -0.920  -2.985  0.144
H  3.352  0.142  -1.626  0.139
H  0.801  0.289  -3.320  0.119
H  2.282  1.242  -3.534  0.146
N  1.971  0.569  4.913  0.064
C  0.560  0.005  4.865  -0.068
C  0.043  0.059  3.420  -0.181
N  1.102  -0.057  2.428  -0.079
C  2.067  1.045  2.495  -0.169
C  2.169  1.661  3.896  -0.083
H  2.644  -0.179  4.738  0.184
H  2.174  0.916  5.852  0.188
H  -0.041  0.607  5.544  0.140
H  0.622  -1.008  5.256  0.137
H  -0.487  0.997  3.247  0.132
H  -0.684  -0.740  3.282  0.134
H  1.562  -0.958  2.463  0.124
H  1.793  1.849  1.808  0.128
H  3.041  0.675  2.175  0.135
H  1.389  2.394  4.094  0.140
H  3.136  2.124  4.079  0.143

Atomic forces in eV per Å
K 0.3 0.0 1.1
C 0.0 -0.1 0.0
C -0.1 0.0 -0.1
O 0.0 -0.1 -0.2
C 0.0 0.0 0.0
C 0.0 0.0 -0.1
O 0.0 0.0 -0.3
C -0.1 0.0 -0.1
C 0.0 0.0 -0.1
O 0.1 -0.1 0.2
C -0.1 0.1 -0.1
C 0.0 0.0 -0.1
O -0.1 0.1 -0.3
C -0.1 0.0 -0.1
C 0.2 0.0 0.0
O -0.1 -0.1 -0.1
H 0.0 0.0 0.1
H 0.0 0.0 0.0
H 0.0 0.0 0.0
H 0.0 0.0 0.0
H 0.0 0.0 0.0
H 0.0 0.0 0.0
H 0.0 0.0 0.0
H 0.0 0.0 0.0
H 0.0 0.0 0.0
H 0.0 0.0 0.0
H 0.0 0.0 0.0
H 0.0 0.0 0.0
H 0.0 0.0 0.0
H 0.0 0.0 0.0
H 0.0 0.0 0.0
H 0.0 0.0 0.0
H 0.0 0.0 0.0
H 0.0 0.0 0.0
H 0.0 0.0 0.0
H -0.1 0.1 -0.1
N -0.1 0.0 0.0
C 0.2 0.1 0.1
C -0.1 -0.1 0.0
N 0.0 0.1 0.1
C 0.1 0.0 0.0
C 0.0 -0.1 0.2
H 0.0 0.0 0.0
H 0.0 0.0 0.0
H 0.0 0.0 0.0
H 0.0 0.0 0.0
H 0.0 0.0 0.0
H 0.0 0.0 0.0
H 0.0 0.0 0.0
H 0.0 0.0 0.0
H 0.0 0.0 0.0
H 0.0 0.0 0.0
H 0.0 0.0 0.0

ORCA calculation (wB97M-V/def2-TZVPD) on a structure of composition C14H32AgF6N2O9S2 at a distorted geometry.

- multiplicity = 2
- HOMO level (spin up / spin down) (eV) = -8.41 / -8.40
- frontier orbital gap (spin up / spin down) (Ha) = 0.30537 / 0.27614
- total charge = 0

Last column: Löwdin charge in e.
CARTESIAN COORDINATES (ANGSTROEM)
Ag  -22.632  18.207  -1.086  0.730
C  -20.503  19.934  -4.165  -0.047
C  -21.469  21.116  -4.071  -0.406
C  -21.879  21.319  -5.605  -0.140
C  -23.003  22.340  -5.837  -0.177
C  -24.219  21.869  -5.037  -0.154
C  -23.869  21.671  -3.527  -0.464
N  -22.729  20.819  -3.232  -0.030
O  -22.544  20.458  -1.887  -0.075
C  -25.173  20.979  -2.994  -0.020
C  -23.798  23.114  -2.986  -0.024
C  -20.701  22.396  -3.666  -0.023
H  -20.963  19.078  -4.659  0.070
H  -20.208  19.694  -3.143  0.064
H  -19.525  20.105  -4.615  0.098
H  -22.190  20.348  -5.992  0.111
H  -20.947  21.555  -6.119  0.120
H  -23.269  22.400  -6.892  0.115
H  -22.577  23.276  -5.474  0.097
H  -24.584  20.957  -5.509  0.120
H  -24.976  22.630  -5.224  0.117
H  -26.070  21.396  -3.450  0.089
H  -25.307  21.149  -1.926  0.079
H  -25.052  19.921  -3.228  0.075
H  -24.487  23.801  -3.477  0.086
H  -22.901  23.718  -3.124  0.069
H  -24.144  23.195  -1.955  0.090
H  -19.614  22.316  -3.679  0.085
H  -20.968  22.844  -2.709  0.083
H  -20.888  23.150  -4.432  0.069
C  -21.121  20.580  2.126  -0.615
F  -20.299  20.701  1.100  0.141
F  -20.477  20.733  3.305  0.125
F  -22.035  21.523  1.906  0.133
S  -21.836  18.735  2.269  0.731
O  -20.661  17.856  1.886  -0.366
O  -22.233  18.509  3.632  -0.290
N  -23.008  18.588  0.953  -0.360
S  -24.301  19.201  1.686  0.624
O  -24.141  20.199  2.774  -0.312
O  -25.301  19.602  0.672  -0.343
C  -25.243  17.644  2.396  -0.603
F  -25.068  16.677  1.488  0.103
F  -24.629  17.227  3.557  0.086
F  -26.542  17.832  2.549  0.157
C  -22.400  13.940  0.733  -0.061
C  -21.764  14.962  -0.131  -0.514
C  -20.948  14.236  -1.286  -0.025
O  -22.680  15.766  -0.756  -0.098
H  -22.620  14.289  1.741  0.087
H  -21.717  13.109  0.906  0.087
H  -23.333  13.586  0.294  0.088
H  -21.191  15.527  0.603  0.129
H  -19.986  13.946  -0.863  0.072
H  -20.616  15.006  -1.982  0.061
H  -21.543  13.392  -1.634  0.080
H  -23.362  15.194  -1.116  0.097
O  -24.721  17.802  -1.553  -0.098
H  -25.371  17.168  -1.855  0.067
H  -25.196  18.633  -1.516  0.018
O  -20.277  18.107  -1.097  -0.080
H  -19.558  18.592  -1.502  0.042
H  -19.873  17.649  -0.361  0.034
O  -22.220  17.354  -3.178  -0.078
H  -22.533  16.614  -3.697  0.062
H  -21.446  17.666  -3.647  0.012

Atomic forces in eV per Å
Ag 1.0 0.3 -0.1
C 0.0 -0.4 1.7
C 0.0 0.1 -1.7
C -0.6 -0.4 0.8
C 0.9 -1.0 0.5
C 1.7 0.0 -0.9
C -3.2 1.1 -0.4
N 2.5 -0.3 2.4
O -0.5 1.7 -4.7
C 0.9 0.5 0.6
C -0.3 1.0 0.7
C -0.1 0.6 0.1
H 0.0 0.1 0.0
H -0.3 -0.5 0.2
H -0.4 0.6 -0.5
H -0.1 -0.2 0.0
H 0.0 0.2 0.0
H 0.2 0.2 0.0
H -0.6 0.4 -0.2
H 0.0 -0.3 0.2
H -0.3 -0.2 0.8
H 0.2 -0.1 -0.3
H 0.3 -0.4 0.2
H -0.4 0.0 0.1
H -0.6 -0.6 -0.5
H 0.5 -0.7 0.3
H 0.6 -0.3 0.3
H 0.0 -0.6 0.1
H -0.1 -0.4 0.0
H -0.1 0.2 0.2
C -0.8 -0.6 0.3
F 0.8 -0.7 0.1
F -0.5 0.3 -1.2
F 0.1 -0.4 0.9
S 3.8 -2.5 -1.6
O -2.7 2.4 0.0
O -0.3 0.5 -0.9
N 1.2 1.4 5.2
S -4.7 2.2 0.1
O 0.2 -2.4 -2.0
O 1.6 -0.7 0.7
C 2.2 0.2 0.4
F -0.2 -0.1 0.1
F -1.4 0.5 -1.2
F 0.4 0.2 0.4
C -0.5 -1.1 1.1
C 1.8 -1.7 -0.7
C 0.7 1.5 2.2
O -1.4 1.1 -0.2
H -0.3 0.4 -0.1
H -0.1 -0.2 -0.3
H -0.1 -0.3 -0.1
H 0.6 0.7 -0.8
H -0.1 -0.8 0.1
H -0.7 -0.2 -0.6
H 0.3 0.2 -0.4
H -0.2 0.0 -0.1
O -1.4 -0.4 -0.7
H -0.2 -0.3 -0.1
H -0.2 0.5 0.4
O 0.6 -0.1 -0.4
H 0.1 0.2 -0.1
H -0.1 -0.1 0.7
O 0.1 -0.2 -0.9
H -0.2 -0.3 0.0
H 0.3 0.1 0.1

Number 1: M 444.36 g/mol. Number 2: M 560.33 g/mol. Number 3: M 346.51 g/mol. Number 4: M 658.41 g/mol.